No. 1
Molecular formula: C5H5N
Method: DFT, ωB97M-V/def2-TZVPD

Results
- largest force on an atom (eV/Å) = 6.90
- E_tot (eV) = -6749.3465
- gap between HOMO and LUMO (alpha / beta) (hartree) = 0.3146 / 0.3147

```
11
Properties=species:S:1:pos:R:3:forces:R:3
C 2.167 -0.978 -0.073 0.470 2.340 1.151
C 2.001 0.254 0.315 -0.500 -2.801 -0.860
C -0.037 0.390 0.189 6.653 1.803 0.268
C 0.564 -0.991 -0.186 1.195 0.218 0.910
C -1.403 0.761 -0.010 -1.917 0.018 2.811
N 1.134 1.237 0.521 -4.766 -2.680 -1.175
H 0.537 -1.290 -1.207 -0.801 0.340 -1.261
H 0.317 -1.923 0.334 -0.572 0.554 0.423
H -1.636 1.797 -0.220 0.436 0.165 -0.470
H -1.846 0.682 1.118 0.198 -0.439 -2.699
H -1.797 0.063 -0.780 -0.396 0.481 0.902
```
Forces are in eV/Å.

No. 2
Molecular formula: C5H5N
Method: DFT, ωB97M-V/def2-TZVPD

Results
- largest force on an atom (eV/Å) = 3.70
- E_tot (eV) = -6752.5936
- gap between HOMO and LUMO (hartree) = 0.3555

```
11
Properties=species:S:1:pos:R:3:forces:R:3
C 0.619 -0.017 -1.310 1.925 -1.136 -1.410
C -0.432 0.395 1.318 -0.142 2.892 2.303
C 0.607 -0.931 -0.374 -1.087 -2.588 0.971
C -0.324 -0.778 0.754 -1.091 -1.997 1.311
C -0.784 1.919 -0.871 -0.514 0.531 -0.736
N -0.197 1.018 -1.333 -1.362 2.677 0.232
H 1.326 -0.030 -2.103 0.342 -0.387 -0.753
H 0.163 1.288 0.969 -0.648 -1.240 0.800
H -1.076 0.610 2.242 0.905 -0.515 -1.599
H 1.092 -1.910 -0.580 0.094 1.052 0.481
H -0.993 -1.563 1.287 1.578 0.713 -1.602
```
Forces are in eV/Å.